Entry 1:
The following is a quantum chemistry calculation of an isolated molecule of C16H15N3O3S2 at a distorted geometry, from OMol25.

Computed properties:
E_HOMO = -8.487 eV
2S+1 = 1
Relative energy (zero: lowest compared OMol25 entry of this formula, charge and spin) = 0.00 kJ/mol
E_LUMO = 0.360 eV

```
39
Properties=species:S:1:pos:R:3:forces:R:3
C 3.390174 3.929323 -2.434448 0.02 -0.25 0.33
C 4.015609 3.390950 -1.155409 0.10 0.57 -0.14
O 3.383827 2.184311 -0.729565 -0.12 -0.31 0.05
C 2.242355 2.322606 -0.032509 0.04 0.16 0.01
O 1.754010 3.390991 0.254581 0.04 0.05 -0.04
C 1.655216 1.047825 0.356524 -0.31 -0.47 0.20
S 0.205890 1.141712 1.333740 0.63 -0.12 -0.43
C 0.126276 -0.569556 1.374194 0.02 0.25 -0.02
N -0.875933 -1.221985 2.042796 0.47 -0.08 0.01
C -1.946209 -0.524671 2.549075 0.04 -0.11 0.60
O -1.934690 0.682813 2.620007 -0.13 0.01 0.27
C -3.013492 -1.385029 3.191900 -0.37 -0.22 -0.31
S -3.396879 -2.888670 2.241557 0.07 -0.19 0.37
C -3.518640 -2.154789 0.646356 -0.06 0.10 -0.13
C -3.929752 -2.889939 -0.461517 0.06 0.10 0.10
C -3.964092 -2.236294 -1.678561 0.05 0.08 0.08
C -3.595266 -0.896914 -1.747983 0.00 -0.04 0.00
C -3.203486 -0.262340 -0.582386 -0.07 0.06 -0.39
N -3.167915 -0.883889 0.582790 -0.40 -0.21 -0.07
C 1.152619 -1.177005 0.666897 -0.31 0.94 0.25
C 1.250825 -2.569394 0.546155 0.02 -0.47 -0.05
N 1.294924 -3.713601 0.453790 0.00 -0.41 0.00
C 2.042972 -0.239128 0.077695 -0.06 0.49 0.06
C 3.226227 -0.650040 -0.727443 0.09 -0.07 -0.07
H 3.426622 3.176630 -3.218708 0.02 -0.03 -0.10
H 2.353701 4.201870 -2.251777 -0.05 0.05 -0.03
H 3.933346 4.810997 -2.762131 0.05 0.10 -0.07
H 5.062319 3.120812 -1.311024 -0.12 0.03 0.06
H 3.935379 4.134870 -0.355940 0.11 -0.15 -0.11
H -0.906367 -2.233688 1.988749 -0.09 0.10 -0.01
H -2.674172 -1.730463 4.169737 0.00 0.03 -0.01
H -3.921122 -0.793618 3.308550 0.20 0.07 0.01
H -4.204231 -3.926670 -0.355768 -0.05 -0.13 -0.04
H -4.275028 -2.764752 -2.567332 -0.02 -0.04 -0.07
H -3.612233 -0.362852 -2.683958 0.00 0.06 -0.09
H -2.901898 0.775539 -0.556578 0.01 0.13 -0.12
H 3.255089 -1.732410 -0.831219 0.05 -0.04 -0.04
H 3.191403 -0.192027 -1.713853 0.05 -0.04 -0.04
H 4.142624 -0.311525 -0.246987 0.06 -0.03 -0.03
```
Forces are in eV/Å.

Results of the natural (NBO) charge analysis, in e, for atoms 1 through 4: C -0.6344; C -0.0734; O -0.5107; C 0.7655

Entry 2:
The following is a quantum chemistry calculation of a cluster of 2 separate species, C2H7S2 in total at a distorted geometry, from OMol25.

Computed properties:
E_HOMO = -2.544 eV
2S+1 = 1
Relative energy (zero: lowest compared OMol25 entry of this formula, charge and spin) = 58.05 kJ/mol
E_LUMO = 3.359 eV
Net charge = -1

```
11
Properties=species:S:1:pos:R:3:forces:R:3
S 3.047378 0.620156 -0.521204 -0.07 0.59 -0.35
H 3.590804 -0.318927 0.230799 0.21 -0.45 0.37
C -0.213430 -0.444964 -1.189733 -0.17 -0.72 0.42
S -0.750096 -1.134337 0.430365 0.52 0.99 -0.67
C -1.261673 0.409124 1.253740 0.06 -0.92 0.09
H 0.602061 0.275476 -1.040159 -0.07 -0.41 -0.04
H 0.134063 -1.339752 -1.711469 0.34 0.29 -0.10
H -1.037208 -0.045974 -1.779081 -0.26 0.15 0.21
H -0.563758 1.242919 1.314057 0.38 -0.29 -0.53
H -1.373247 0.050954 2.278901 -0.70 0.36 0.03
H -2.174894 0.685324 0.733784 -0.24 0.39 0.57
```
Forces are in eV/Å.

Results of the natural (NBO) charge analysis, in e, for atoms 1 through 4: S -1.0596; H 0.0867; C -0.7419; S 0.1376

Entry 3:
The following is a quantum chemistry calculation of an isolated molecule of C5H9NO at a distorted geometry, from OMol25.

Computed properties:
E_HOMO = -9.852 eV
2S+1 = 1
Relative energy (zero: lowest compared OMol25 entry of this formula, charge and spin) = 188.32 kJ/mol
E_LUMO = 0.947 eV

```
16
Properties=species:S:1:pos:R:3:forces:R:3
C -1.910857 -1.047444 1.688156 1.31 -0.69 -0.95
C -0.977895 -0.229652 1.198841 0.60 -0.20 0.12
C -1.000269 0.553927 -0.068780 -0.36 -0.60 -2.17
C 0.413012 1.115864 -0.409769 -0.28 -0.84 2.47
N 1.421685 0.028795 -0.363272 -0.52 -0.35 -0.50
C 2.147319 -0.242765 -1.470806 0.44 0.94 -1.61
O 2.760188 -1.247584 -1.739349 -0.09 -0.27 0.53
H -2.613650 -1.436694 0.954732 -0.81 0.50 0.60
H -1.693126 -1.652180 2.569186 -0.25 0.26 -0.17
H 0.040172 -0.196955 1.581880 -0.45 0.26 1.29
H -1.758521 1.350596 -0.061583 0.37 -0.05 0.12
H -1.311291 -0.131947 -0.906826 0.16 0.55 0.57
H 0.481490 1.593194 -1.382090 -0.09 0.32 0.23
H 0.633936 1.762354 0.483594 0.06 0.13 -1.29
H 1.213331 -0.833690 0.135900 -0.05 0.41 0.18
H 2.154475 0.614184 -2.209810 -0.04 -0.37 0.57
```
Forces are in eV/Å.

Results of the natural (NBO) charge analysis, in e, for atoms 1 through 4: C -0.3963; C -0.1741; C -0.4671; C -0.2085

Entry 4:
The following is a quantum chemistry calculation of a structure of composition C36H39BeClP2 at a distorted geometry, from OMol25.

Computed properties:
E_HOMO (alpha / beta) = -5.487 / -4.870 eV
2S+1 = 1
Relative energy (zero: lowest compared OMol25 entry of this formula, charge and spin) = 195.38 kJ/mol
E_LUMO (alpha / beta) = 0.340 / 0.298 eV

```
79
Properties=species:S:1:pos:R:3:forces:R:3
Be -0.593497 1.471738 -3.924633 0.30 -1.38 1.62
C -2.041865 1.059574 -5.989684 -1.70 -1.01 -1.15
C -1.955474 -0.259760 -5.664809 -1.53 0.91 -0.73
C -1.172303 -1.273463 -6.445338 0.13 0.18 -0.10
C 0.245535 -0.771870 -6.786952 0.53 -0.41 -0.33
C 0.846438 0.115294 -5.730051 1.54 -1.61 -0.40
C 0.559159 1.449962 -5.572610 -0.71 2.71 0.62
C 0.017283 2.251568 -6.772383 -0.21 -0.25 0.31
C -1.366317 1.667320 -7.182061 0.22 0.52 -0.57
C 1.217486 -0.422859 -0.140631 0.25 0.81 0.44
H -2.849019 1.720448 -5.578286 0.70 -1.25 -0.50
H -2.694423 -0.676405 -4.974031 0.37 0.31 0.02
H -1.693226 -1.490650 -7.401828 0.04 -0.09 0.48
H -1.116743 -2.211374 -5.858537 0.01 0.40 -0.39
H 0.875471 -1.672029 -6.859320 -0.04 0.30 -0.13
H 0.262869 -0.312843 -7.799099 -0.02 -0.20 0.55
H 1.737395 -0.353739 -5.268527 -0.84 0.56 0.08
H 1.035758 2.080872 -4.805497 0.99 -0.35 -0.82
H 0.673182 2.190971 -7.675152 -0.10 0.17 0.75
H -0.093101 3.316539 -6.466689 0.08 -0.60 -0.29
H -1.975131 2.508724 -7.566404 0.08 -0.53 0.07
H -1.261039 0.926377 -8.007898 -0.11 0.59 0.58
H 1.737451 0.151324 0.647078 -0.40 -0.57 0.05
H 1.130199 -1.512204 0.061088 -0.03 0.86 0.01
H 0.245583 0.059066 -0.367602 0.23 -0.48 0.47
P -1.793582 -0.527436 -2.033912 1.96 -0.99 -0.67
P 2.116962 -0.236622 -1.657477 -1.60 -0.46 -2.36
C -0.349820 -0.800000 -3.118923 -2.11 -0.35 -1.13
C 1.041483 -0.837533 -2.942355 1.79 -0.85 1.20
C -2.601537 -2.144942 -1.687441 -0.39 -0.20 -0.88
C -2.904526 -3.100018 -2.679815 -0.24 0.10 0.68
C -3.606109 -4.256333 -2.322110 0.27 0.21 -0.08
C -3.953006 -4.461413 -0.982971 -0.07 0.25 0.24
C -3.636284 -3.531274 0.019494 0.27 0.15 -0.40
C -2.946113 -2.373223 -0.334591 0.08 0.14 -0.92
C -2.900571 0.607026 -2.923100 -1.71 -0.24 -0.17
C -2.569772 1.906251 -3.464649 -0.01 -0.61 -0.19
C -3.483445 2.969366 -3.428433 0.61 -0.64 -0.79
C -4.834541 2.673875 -3.278166 0.01 -0.54 0.44
C -5.222443 1.361459 -2.939849 -0.37 -0.10 -0.21
C -4.279455 0.349965 -2.685186 0.16 0.91 -0.39
C 3.627106 -1.183437 -1.601700 0.29 -0.14 -0.14
C 3.523760 -2.556235 -1.348663 0.26 0.24 0.18
C 4.688664 -3.303587 -1.244281 0.09 0.08 -0.11
C 5.934057 -2.690799 -1.412308 -0.09 0.23 0.03
C 6.032063 -1.320029 -1.643511 -0.14 0.05 -0.20
C 4.872905 -0.565139 -1.763911 -0.49 -0.02 0.34
C 2.591531 1.477683 -2.014937 0.58 0.99 0.68
C 2.625998 2.429255 -0.972445 -0.14 0.13 -0.31
C 2.833815 3.781069 -1.265931 0.19 -0.12 -0.12
C 3.068237 4.184165 -2.588063 0.06 -0.25 -0.11
C 3.100745 3.247777 -3.630541 0.23 -0.58 0.64
C 2.898050 1.891206 -3.328244 -0.46 -0.06 0.22
H -0.718296 -1.537985 -3.864416 0.87 0.55 0.02
H 1.584601 -1.484447 -3.645910 -0.11 0.43 0.38
H -2.613091 -2.909780 -3.719597 -0.18 -0.11 0.38
H -3.883619 -4.978699 -3.100225 0.11 0.21 0.47
H -4.504574 -5.347691 -0.705592 -0.04 -0.12 -0.03
H -3.916950 -3.664591 1.067458 0.01 -0.23 -0.43
H -2.676612 -1.596138 0.385728 -0.18 -0.33 -0.10
H -1.771542 2.132686 -4.375936 -1.50 0.08 1.93
H -3.079412 3.962467 -3.678123 -0.58 -0.42 -0.10
H -5.558595 3.453153 -3.505395 -0.03 -0.20 0.38
H -6.290636 1.096016 -2.897267 0.56 0.29 0.07
H -4.613637 -0.652392 -2.338536 0.32 0.91 -0.22
H 2.541226 -3.007990 -1.196628 0.31 0.05 -0.15
H 4.623890 -4.363657 -1.028574 0.08 0.05 -0.06
H 6.842139 -3.274498 -1.357428 -0.01 -0.10 0.09
H 6.987955 -0.809086 -1.747738 -0.10 -0.34 0.02
H 4.895631 0.515077 -1.925290 0.19 -0.39 -0.02
H 2.441496 2.132706 0.068823 0.03 0.14 -0.53
H 2.823918 4.518576 -0.454628 0.01 -0.31 -0.40
H 3.267997 5.228316 -2.822124 -0.17 -0.15 0.15
H 3.312965 3.536300 -4.665356 -0.13 -0.03 0.47
H 2.885809 1.146385 -4.130027 0.05 0.28 0.26
Cl -1.667030 1.511477 -0.453509 0.03 2.96 1.25
C -0.779848 2.256588 -1.951550 1.67 0.68 1.30
H -1.119714 3.328942 -1.750955 0.59 -1.27 -0.83
H 0.239588 2.187607 -1.502729 -0.58 0.43 -0.45
```
Forces are in eV/Å.

Results of the Löwdin charge analysis, in e, for atoms 1 through 4: Be 0.3290; C -0.1648; C -0.1287; C -0.1834

Number 1: energy -49119.4128 eV. Number 2: energy -23858.6134 eV. Number 3: energy -8867.2608 eV. Number 4: energy -69455.1589 eV.